Formula: C44H31BDyF3N9O2S
Source: the OMol25 dataset
Level of theory: wB97M-V/def2-TZVPD

Cartesian coordinates (Å):
Dy1 -12.82307 10.74688 13.83405
C1 -14.66823 8.79267 7.63012
C2 -14.73867 10.16054 7.34477
C3 -14.59776 11.11879 8.34527
C4 -14.31095 10.65771 9.61606
C5 -14.07490 11.35432 10.90846
N1 -13.88834 10.39070 11.86906
C6 -13.88380 9.14606 11.32280
N2 -13.58267 7.98649 11.80905
C7 -13.16609 7.62898 13.08254
C8 -12.51338 6.42095 13.16913
C9 -12.23128 5.64435 11.97752
C10 -11.24555 4.73118 11.98168
C11 -10.41958 4.58248 13.17071
C12 -10.74916 5.13775 14.33092
C13 -12.06109 5.85319 14.46332
C14 -13.12084 8.15525 15.44416
N3 -13.30438 8.86886 16.54179
C15 -13.93913 10.05733 16.64146
N4 -13.91304 11.06413 15.79470
C16 -14.64128 12.15290 16.29561
N5 -14.75092 13.31411 15.72824
C17 -14.38964 13.57030 14.44947
N6 -14.13166 12.63912 13.46747
C18 -14.10980 13.24231 12.27576
N7 -14.09804 12.65042 11.03534
C19 -14.29402 14.65879 12.46343
C20 -14.33527 15.73862 11.56698
C21 -14.53395 16.99951 12.06436
C22 -14.72280 17.20289 13.44830
C23 -14.71669 16.15875 14.34506
C24 -14.47981 14.86485 13.83796
C25 -15.23963 11.73226 17.55596
C26 -16.14602 12.37738 18.41082
C27 -16.59447 11.65475 19.48804
C28 -16.15309 10.33396 19.72843
C29 -15.27474 9.69193 18.87230
C30 -14.81217 10.41586 17.77285
N8 -13.42172 8.51842 14.16282
C31 -14.21982 9.30357 9.88145
C32 -14.42105 8.34725 8.91101
H1 -14.77619 8.08915 6.81856
H2 -14.93400 10.48081 6.32592
H3 -14.66867 12.18455 8.11163
H4 -12.77126 5.86902 11.06432
H5 -11.02275 4.13319 11.09830
H6 -9.49606 4.03310 13.05398
H7 -10.08480 5.05416 15.18352
H8 -14.18342 15.56567 10.50607
H9 -14.57067 17.84782 11.38318
H10 -14.86058 18.23029 13.79255
H11 -14.88763 16.33824 15.38834
H12 -16.47164 13.39120 18.20858
H13 -17.28283 12.09073 20.18762
H14 -16.51281 9.83391 20.62076
H15 -14.95193 8.67020 19.02191
H16 -14.31933 7.28742 9.14041
F1 -7.74989 12.87291 13.29110
C33 -7.46889 11.57012 13.40248
F2 -6.26004 11.37921 12.82003
F3 -7.33054 11.31597 14.71327
C34 -8.52199 10.70482 12.75707
C35 -8.17052 9.81750 11.75633
C36 -9.10922 8.97941 11.18548
C37 -10.40495 9.09769 11.64242
N9 -10.75596 9.95564 12.61041
C38 -9.84946 10.76542 13.19750
S1 -10.42515 11.83159 14.45799
H17 -7.13569 9.73506 11.45335
H18 -8.84327 8.27777 10.39687
H19 -11.19077 8.45131 11.25856
C39 -12.01462 3.10107 16.06963
C40 -13.17059 4.10987 16.04521
C41 -14.44609 3.27872 15.98861
O1 -13.22185 4.87644 14.84932
B1 -12.48768 6.72414 15.68950
O2 -12.39022 6.21665 16.96296
C42 -13.17447 5.08608 17.26607
C43 -12.52015 4.48555 18.49388
C44 -14.59500 5.58107 17.59082
H20 -11.93063 2.65607 15.07426
H21 -12.21232 2.29981 16.79637
H22 -11.03978 3.51987 16.30795
H23 -14.34791 2.56687 15.15274
H24 -15.34765 3.87675 15.82788
H25 -14.58580 2.70414 16.91290
H26 -11.46639 4.27687 18.29497
H27 -13.02639 3.56226 18.79740
H28 -12.58644 5.19801 19.30942
H29 -15.08857 5.97189 16.69983
H30 -14.54788 6.42009 18.30100
H31 -15.21712 4.81126 18.03184

## Properties
Kohn-Sham gap (spin up / spin down) (eV): 4.96 / 4.95
Maximum force (hartree/bohr): 0.0196
Charge: -1
Energy relative to the best compared isomer or geometry (same formula, charge and spin) (kcal/mol): 24.60
Multiplicity: 6
LUMO energy (spin up / spin down) (eV): 1.36 / 1.35

Here are the Mulliken charges for atoms 1 to 4, given in e: number 1, Dy, carries 0.0774; number 2, C, carries -0.6497; number 3, C, carries -0.5932; number 4, C, carries -0.0356

---

Formula: C4H9NO
Source: the OMol25 dataset
Level of theory: wB97M-V/def2-TZVPD

Cartesian coordinates (Å):
C1 1.10934 -0.88263 -0.52186
N1 0.38966 0.25873 0.01180
C2 0.94810 1.58154 -0.18196
C3 -1.00126 0.16533 -0.05806
O1 -1.68863 0.95501 -0.67173
C4 -1.60269 -0.86630 0.87483
H1 2.06825 -1.02819 -0.01227
H2 0.48447 -1.77098 -0.38861
H3 1.29651 -0.79010 -1.60315
H4 0.83943 1.97811 -1.19869
H5 2.00791 1.55525 0.09200
H6 0.43854 2.26265 0.50698
H7 -2.09241 -0.26253 1.64703
H8 -0.85113 -1.48627 1.36814
H9 -2.36969 -1.47847 0.39886

## Properties
Kohn-Sham gap (eV): 10.04
Maximum force (hartree/bohr): 0.0075
Energy relative to the best compared isomer or geometry (same formula, charge and spin) (kcal/mol): 22.46
LUMO energy (eV): 0.91

Here are the Mulliken charges for atoms 1 to 4, given in e: number 1, C, carries -0.9416; number 2, N, carries 0.1010; number 3, C, carries -0.8387; number 4, C, carries 0.4873

---

Formula: C11H20ClFNO
Source: the OMol25 dataset
Level of theory: wB97M-V/def2-TZVPD

Cartesian coordinates (Å):
C1 0.82143 2.78718 1.25637
C2 0.80142 2.60567 -0.25085
F1 -0.01419 3.58789 -0.79052
C3 0.33981 1.22781 -0.75828
Cl1 0.41495 1.36777 -2.57068
C4 -1.10506 0.87779 -0.35965
C5 -1.37980 -0.45011 0.38771
C6 -1.44081 -0.26742 1.93016
C7 -2.76000 -0.93710 -0.07546
N1 -0.38614 -1.53727 0.11659
O1 -0.83325 -2.70969 -0.06015
C8 0.92855 -1.26875 -0.50656
C9 0.87099 -1.68575 -1.98915
C10 1.97403 -2.16521 0.20021
C11 1.33493 0.18246 -0.28886
H1 0.65319 3.84436 1.46279
H2 0.04931 2.23223 1.77614
H3 1.79251 2.53535 1.67820
H4 1.80778 2.77341 -0.63901
H5 -1.48241 1.68132 0.27385
H6 -1.72241 0.90360 -1.25316
H7 -0.90121 -1.07891 2.41361
H8 -2.47400 -0.27584 2.26988
H9 -0.99986 0.66815 2.26252
H10 -3.12539 -1.75018 0.54210
H11 -2.74829 -1.21426 -1.12689
H12 -3.44791 -0.09464 0.03974
H13 0.98230 -2.76425 -2.05955
H14 -0.08714 -1.41801 -2.43323
H15 1.65461 -1.18469 -2.55040
H16 2.75738 -2.42374 -0.51217
H17 2.44673 -1.64533 1.03245
H18 1.50022 -3.08363 0.53567
H19 2.31279 0.34891 -0.74211
H20 1.46492 0.33088 0.78869

## Properties
Kohn-Sham gap (spin up / spin down) (eV): 8.69 / 10.24
Maximum force (hartree/bohr): 0.0199
Energy relative to the best compared isomer or geometry (same formula, charge and spin) (kcal/mol): 0.00
Multiplicity: 2
LUMO energy (spin up / spin down) (eV): 0.68 / 0.65

Here are the Mulliken charges for atoms 1 to 4, given in e: number 1, C, carries -1.1191; number 2, C, carries -0.0394; number 3, F, carries -0.3862; number 4, C, carries 1.5958

---

Formula: C2H6Cl3NP
Source: the OMol25 dataset
Level of theory: wB97M-V/def2-TZVPD

Cartesian coordinates (Å):
C1 0.37020 -0.08202 -0.81272
C2 -0.10265 0.40070 1.49489
N1 -0.35034 -0.31028 0.23809
P1 -1.80827 -1.51303 0.41445
Cl1 -1.89916 -1.88328 -1.57300
Cl2 -3.30791 -0.20166 0.78885
Cl3 1.75232 -3.05989 0.27035
H1 1.18059 0.55509 -0.71175
H2 -0.16939 -0.47376 -1.69810
H3 2.15714 -3.43606 1.51730
H4 1.06849 0.43326 1.58276
H5 -0.50902 1.47167 1.40847
H6 -0.51196 -0.06579 2.44933

## Properties
Kohn-Sham gap (eV): 9.68
Maximum force (hartree/bohr): 0.0899
Charge: +1
Energy relative to the best compared isomer or geometry (same formula, charge and spin) (kcal/mol): 30.80
LUMO energy (eV): -5.21

Here are the Mulliken charges for atoms 1 to 4, given in e: number 1, C, carries 0.0005; number 2, C, carries -0.9489; number 3, N, carries 0.1395; number 4, P, carries 0.5318

---

Formula: C18H19Br2ClN2O6V
Source: the OMol25 dataset
Level of theory: wB97M-V/def2-TZVPD

Cartesian coordinates (Å):
C1 -2.88842 -0.32686 -4.39403
C2 -2.47663 1.16634 -4.48467
Br1 -3.51695 2.27558 -5.68509
C3 -1.41593 1.67950 -3.74381
Br2 -0.98038 3.58952 -3.91905
C4 -0.51542 0.89468 -2.80704
C5 1.01462 0.88375 -2.95925
Cl1 1.82021 1.76457 -4.24844
C6 1.93135 0.14064 -2.03230
C7 1.36753 -0.61597 -0.90799
O1 2.17843 -1.28348 0.00892
C8 2.97871 -0.20550 0.67328
C9 3.18466 -0.47594 2.21592
N1 1.95569 -0.03891 2.98184
C10 1.86625 1.44358 3.10728
C11 2.03995 1.99210 4.56990
C12 1.13635 1.29008 5.66309
O2 3.41454 1.96863 4.96622
C13 -0.18176 -0.65318 -0.75593
C14 -1.06869 0.09826 -1.71231
C15 -2.54193 -0.19195 -1.23541
O3 -3.55632 0.37441 -1.42067
N2 -2.38161 -1.46244 -0.47903
C16 -2.38878 -2.65375 -1.39168
C17 -3.90691 -2.92621 -1.79567
O4 -4.68111 -3.21798 -0.94302
O5 -4.34263 -2.79668 -3.10794
C18 -1.17273 -1.37866 0.29541
O6 -0.95801 -1.77844 1.48319
H1 -3.23032 -0.63901 -5.42259
H2 -3.81569 -0.38263 -3.74770
H3 -2.10297 -0.99874 -3.96633
H4 3.04288 0.14326 -2.11763
H5 2.39154 0.75099 0.53445
H6 3.95860 -0.04926 0.13576
H7 4.04817 0.14862 2.56444
H8 3.32091 -1.57574 2.43269
H9 2.03142 -0.51346 3.88978
H10 0.89831 1.87098 2.65564
H11 2.70420 1.88492 2.49117
H12 1.73670 3.08405 4.55478
H13 0.19169 0.82870 5.25515
H14 0.90081 2.05714 6.44445
H15 1.71163 0.44078 6.13972
H16 3.48048 2.61716 5.69702
H17 -1.95910 -3.56117 -0.88314
H18 -1.75599 -2.49341 -2.31787
H19 -3.63189 -3.09900 -3.71051
V1 0.16452 -0.06985 1.42898

## Properties
Kohn-Sham gap (eV): 2.89
Maximum force (hartree/bohr): 0.0623
Charge: +3
LUMO energy (eV): -14.54

Here are the Mulliken charges for atoms 1 to 4, given in e: number 1, C, carries -1.1442; number 2, C, carries 0.2736; number 3, Br, carries 0.0932; number 4, C, carries -0.6832

---

Formula: C20H60BF4N5O5
Source: the OMol25 dataset
Level of theory: wB97M-V/def2-TZVPD

Cartesian coordinates (Å):
C1 2.81873 -1.53539 -1.65272
C2 2.79378 -2.76732 -2.48711
C3 2.95816 -4.08557 -1.65742
O1 2.76237 -5.08590 -2.56037
C4 2.61322 -6.41100 -2.01052
N1 1.32887 -2.96666 -2.99089
H1 1.36451 -3.88617 -3.43898
H2 0.67180 -3.05446 -2.18929
H3 1.06142 -2.11045 -3.48104
H4 2.23317 -1.53483 -0.74733
H5 2.63577 -0.56264 -2.23144
H6 3.83042 -1.40557 -1.32942
H7 3.39581 -2.61630 -3.33765
H8 2.30699 -4.24479 -0.79536
H9 3.96695 -4.01815 -1.19861
H10 3.54552 -6.76882 -1.55930
H11 2.30047 -6.95718 -2.87633
H12 1.85940 -6.43988 -1.21070
C5 -1.06543 -8.88567 5.29774
C6 -2.58959 -8.92192 5.54812
C7 -3.44476 -7.66338 5.05297
O2 -3.35353 -7.70804 3.68810
C8 -4.27879 -7.02538 2.88108
N2 -3.11828 -10.15684 4.78582
H13 -2.98532 -9.89133 3.75083
H14 -2.53628 -10.98190 4.97439
H15 -4.08543 -10.33902 4.96284
H16 -0.62084 -9.89991 5.22059
H17 -0.58426 -8.43052 6.14522
H18 -0.74034 -8.31992 4.38267
H19 -2.67437 -9.09415 6.63261
H20 -2.98018 -6.72787 5.45646
H21 -4.41599 -7.85341 5.44197
H22 -5.23391 -7.49874 3.03943
H23 -3.85293 -7.34984 1.93032
H24 -4.36310 -5.95577 2.94033
C9 3.07206 1.23151 1.31212
C10 1.82907 1.15646 2.27487
C11 2.10679 1.97234 3.47075
O3 1.89929 3.32236 3.08026
C12 1.81131 4.26664 4.23465
N3 0.70552 1.84766 1.46817
H25 0.89621 2.84182 1.70861
H26 0.84973 1.79840 0.44520
H27 -0.23863 1.62085 1.73543
H28 3.50391 2.24287 1.34127
H29 2.96750 0.83800 0.28398
H30 3.84253 0.54984 1.71000
H31 1.40279 0.23643 2.69563
H32 3.15886 1.91920 3.64591
H33 1.55148 1.63658 4.36869
H34 0.74499 4.53050 4.44957
H35 2.42724 5.13361 3.93157
H36 2.18920 3.84931 5.12484
C13 -5.32029 0.37231 -3.80747
C14 -5.03744 0.51700 -2.36937
C15 -6.09699 -0.04583 -1.44527
O4 -5.49690 -0.26226 -0.16453
C16 -6.30689 -0.01663 1.03597
N4 -3.71125 -0.14015 -2.05010
H37 -2.92412 0.43289 -2.41640
H38 -3.52382 -0.42505 -1.09962
H39 -3.75703 -1.01261 -2.57778
H40 -6.37855 0.35794 -3.97428
H41 -4.97121 -0.57089 -4.25326
H42 -4.76880 1.18857 -4.31434
H43 -4.89905 1.56505 -2.09659
H44 -6.54749 -0.99870 -1.81862
H45 -6.85421 0.72065 -1.25612
H46 -7.03569 -0.81784 1.32130
H47 -6.84734 0.92995 0.99042
H48 -5.51982 0.06565 1.84288
C17 4.13360 11.51078 -1.62752
C18 4.66187 10.76494 -2.78969
C19 3.96399 9.37787 -3.03295
O5 4.49804 8.77865 -4.22077
C20 3.55135 7.86580 -4.76498
N5 4.56644 11.52197 -4.11575
H49 5.15544 12.39235 -4.09131
H50 4.84696 10.95998 -4.96010
H51 3.60215 11.83594 -4.26586
H52 3.30888 12.08793 -1.93908
H53 4.77745 12.31277 -1.21170
H54 3.76343 10.82125 -0.91244
H55 5.71534 10.55988 -2.72015
H56 2.89877 9.59363 -3.06603
H57 4.25474 8.80433 -2.12841
H58 3.94720 7.54615 -5.64377
H59 2.59630 8.36029 -4.83888
H60 3.61407 6.96081 -4.16608
B1 -0.83917 -1.16600 -0.51004
F1 -2.02305 -1.34954 0.16391
F2 0.03745 -2.21854 -0.48815
F3 -1.13120 -0.99326 -1.90377
F4 -0.14711 -0.02775 0.02811

## Properties
Kohn-Sham gap (eV): 10.27
Maximum force (hartree/bohr): 0.0845
Charge: +4
Energy relative to the best compared isomer or geometry (same formula, charge and spin) (kcal/mol): 0.00
LUMO energy (eV): -7.02

Here are the Mulliken charges for atoms 1 to 4, given in e: number 1, C, carries -1.4478; number 2, C, carries 0.1139; number 3, C, carries -0.7196; number 4, O, carries -0.3666

---

- maximum force of number 2 (C4H9NO)?
  0.0075 hartree/bohr